Molecular formula: C21H22FN3O
Method: DFT, ωB97M-V/def2-TZVPD

```
48
C21H22FN3O (ωB97M-V/def2-TZVPD)
C -4.04655 -2.83100 -0.95997
H -3.21620 -2.78267 -1.86417
O -4.12703 -1.48844 -0.46099
C -3.15932 -1.01576 0.13262
C -1.92123 -1.68339 0.06135
C -0.96462 -0.87518 0.89154
N 0.23740 -1.44142 0.95066
C 1.31067 -0.62359 1.18184
N 2.53808 -1.17101 1.06366
C 3.76007 -0.37988 0.86823
H 3.49444 0.84899 1.32876
H 4.51071 -0.66886 1.23883
C 3.93333 -0.41354 -0.77628
N 2.72033 -0.51421 -1.32168
C 1.63676 0.28165 -1.58603
C 0.41142 -0.08739 -2.02741
C -0.55514 0.64272 -2.19739
C -0.54216 2.00464 -1.59392
C 0.75388 2.57579 -1.10497
C 1.68406 1.64169 -0.81834
H 2.54667 1.93566 -0.50903
H 0.59059 3.55444 -0.46209
F -1.56727 3.01858 -1.69257
H -1.55459 0.56243 -2.59192
H 0.40584 -0.84796 -2.87361
C 2.50777 -1.99076 -1.16351
H 3.09346 -2.78751 -1.80366
C 2.69327 -2.22422 0.30248
H 1.80840 -3.11561 0.78249
H 3.67632 -2.87244 0.55487
H 1.40113 -2.11338 -1.45654
H 4.65378 -0.95847 -1.11605
H 4.25676 0.80841 -0.94009
C 1.11792 0.43012 2.00776
C -0.13594 1.05692 2.09983
C -1.13996 0.66784 1.48444
C -2.46618 0.97788 1.20325
C -3.48254 0.29294 1.01183
H -4.50408 0.70206 0.69221
H -2.83541 2.05841 1.91017
C -0.24043 2.33374 2.98759
H -1.21495 2.36050 3.84115
H -0.76464 3.13634 2.16700
H 0.55340 2.60903 3.31780
H 1.86475 1.08412 2.46855
H -1.53192 -2.51946 -0.23866
H -4.98643 -3.22392 -1.40391
H -3.63728 -3.73141 -0.28296
```

Lowest unoccupied orbital energy ... 0.67 eV
ΔE to the lowest compared entry with this formula, charge and spin ... 18.766 eV
Kohn-Sham gap ... 0.288 hartree